i) {
  "formula": "C3HBrF4",
  "method": "ωB97M-V/def2-TZVPD",
  "elements": ["F", "C", "F", "C", "Br", "C", "F", "F", "H"],
  "xyz": [[0.302, -2.615, 0.119], [-0.005, -1.366, 0.442], [-0.624, -1.225, 1.609], [0.173, -0.158, -0.491], [1.059, -0.519, -2.121], [-0.142, 1.186, -0.053], [0.567, 1.644, 0.960], [-1.440, 1.210, 0.326], [0.110, 1.843, -0.791]],
  "nbo_charge": [-0.278, 0.814, -0.281, -0.360, 0.115, 0.498, -0.323, -0.329, 0.144],
  "homo_energy_ev": -9.37,
  "smiles": "FC(F)=C(Br)C(F)F"
}

---

ii) {
  "formula": "C3HBrF4",
  "method": "ωB97M-V/def2-TZVPD",
  "elements": ["C", "C", "C", "F", "F", "F", "F", "Br", "H"],
  "xyz": [[0.228, 1.141, -0.428], [0.723, 0.594, -1.527], [-0.824, -0.932, 1.417], [0.395, 2.402, 0.024], [1.336, 1.267, -2.507], [-1.914, -0.359, 1.882], [0.087, -1.008, 2.299], [0.733, -1.249, -1.878], [-0.765, -1.857, 0.719]],
  "nbo_charge": [0.313, 0.083, 0.601, -0.310, -0.312, -0.308, -0.300, 0.073, 0.159],
  "homo_energy_ev": [-8.94, -9.77]
}

---

The data favor i); the next most stable structure lies 86.0 kcal/mol above it.

---

i) {
  "formula": "C5H6N",
  "method": "ωB97M-V/def2-TZVPD",
  "elements": ["C", "C", "C", "C", "C", "N", "H", "H", "H", "H", "H", "H"],
  "xyz": [[-1.449, -1.131, -0.094], [-0.429, 0.794, -0.189], [-0.178, -0.583, -0.002], [-1.656, 1.330, 0.129], [1.118, -1.291, 0.017], [-2.590, -1.078, -0.042], [0.417, 1.312, -0.610], [-2.119, 2.316, -0.183], [-2.260, 0.981, 0.837], [1.215, -1.723, 0.947], [2.069, -0.786, -0.192], [1.075, -2.108, -0.634]],
  "nbo_charge": [0.190, -0.303, 0.263, 0.044, -0.689, -0.113, 0.285, 0.257, 0.209, 0.294, 0.281, 0.281],
  "homo_energy_ev": -16.34,
  "charge": 1
}

---

ii) {
  "formula": "C5H6N",
  "method": "ωB97M-V/def2-TZVPD",
  "elements": ["C", "C", "C", "C", "C", "N", "H", "H", "H", "H", "H", "H"],
  "xyz": [[-0.326, 0.944, -0.675], [0.325, -0.983, 1.984], [-0.797, -0.492, 1.686], [0.555, 0.005, -2.608], [-0.759, 1.469, 0.371], [0.037, 0.053, -1.473], [0.531, -1.830, 2.622], [1.435, -0.829, 1.774], [-1.809, -0.493, 1.826], [0.764, -1.034, -3.020], [0.825, 0.807, -3.292], [-0.781, 2.383, 0.807]],
  "nbo_charge": [0.335, -0.505, 0.182, 0.081, -0.248, -0.390, 0.318, 0.314, 0.232, 0.212, 0.212, 0.258],
  "homo_energy_ev": -14.63,
  "charge": 1
}

---

The data favor i); the next most stable structure lies 52.5 kcal/mol above it.

---

i) {
  "formula": "C3H12NO2",
  "method": "ωB97M-V/def2-TZVPD",
  "elements": ["C", "C", "C", "O", "N", "H", "H", "H", "H", "H", "H", "H", "H", "H", "H", "H", "H", "O"],
  "xyz": [[0.677, -0.741, -0.511], [-0.342, 0.175, -1.294], [-1.719, -0.450, -1.408], [-0.351, 1.378, -0.593], [1.498, 0.193, 0.439], [0.111, -1.321, 0.239], [1.311, -1.373, -1.078], [0.111, 0.249, -2.243], [-1.693, -1.309, -2.132], [-2.420, 0.162, -1.766], [-2.118, -0.793, -0.377], [-0.278, 2.189, -1.198], [1.115, 0.110, 1.453], [1.527, 1.141, 0.143], [2.533, -0.224, 0.380], [0.288, 0.942, 3.602], [-0.303, -0.552, 3.420], [0.053, 0.223, 2.925]],
  "nbo_charge": [-0.219, 0.084, -0.622, -0.743, -0.724, 0.215, 0.229, 0.181, 0.230, 0.230, 0.216, 0.508, 0.490, 0.446, 0.438, 0.513, 0.509, -0.982],
  "homo_energy_ev": -14.90,
  "charge": 1
}

---

ii) {
  "formula": "C3H12NO2",
  "method": "ωB97M-V/def2-TZVPD",
  "elements": ["C", "C", "C", "O", "N", "H", "H", "H", "H", "H", "H", "H", "H", "H", "H", "H", "H", "O"],
  "xyz": [[-0.412, 0.368, -1.131], [-0.054, -1.003, -0.679], [-1.072, -2.016, -0.996], [0.536, -0.840, 0.649], [0.922, 1.062, -1.290], [-0.964, 0.871, -0.204], [-1.097, 0.266, -1.977], [0.801, -1.233, -1.295], [-1.604, -1.757, -1.950], [-0.618, -2.983, -1.139], [-1.871, -2.167, -0.375], [0.373, -1.647, 1.168], [1.474, 0.748, -0.561], [1.390, 0.718, -2.156], [0.855, 2.125, -1.537], [0.972, 3.039, 4.272], [-0.304, 2.343, 4.728], [0.674, 2.106, 4.474]],
  "nbo_charge": [-0.252, 0.070, -0.650, -0.740, -0.682, 0.256, 0.256, 0.153, 0.232, 0.244, 0.241, 0.507, 0.459, 0.437, 0.469, 0.466, 0.469, -0.935],
  "homo_energy_ev": -13.76,
  "charge": 1
}

---

The data favor i); the next most stable structure lies 19.7 kcal/mol above it.